Record 1
{"formula": "C19H76N38O19", "method": "ωB97M-V/def2-TZVPD", "elements": ["C", "O", "N", "N", "H", "H", "H", "H", "C", "O", "N", "N", "H", "H", "H", "H", "C", "O", "N", "N", "H", "H", "H", "H", "C", "O", "N", "N", "H", "H", "H", "H", "C", "O", "N", "N", "H", "H", "H", "H", "C", "O", "N", "N", "H", "H", "H", "H", "C", "O", "N", "N", "H", "H", "H", "H", "C", "O", "N", "N", "H", "H", "H", "H", "C", "O", "N", "N", "H", "H", "H", "H", "C", "O", "N", "N", "H", "H", "H", "H", "C", "O", "N", "N", "H", "H", "H", "H", "C", "O", "N", "N", "H", "H", "H", "H", "C", "O", "N", "N", "H", "H", "H", "H", "C", "O", "N", "N", "H", "H", "H", "H", "C", "O", "N", "N", "H", "H", "H", "H", "C", "O", "N", "N", "H", "H", "H", "H", "C", "O", "N", "N", "H", "H", "H", "H", "C", "O", "N", "N", "H", "H", "H", "H", "C", "O", "N", "N", "H", "H", "H", "H"], "positions_angstrom": [[-3.936691, -3.049980, -4.104258], [-3.598263, -3.054791, -5.263846], [-4.674040, -2.030596, -3.506379], [-3.743606, -4.075404, -3.252827], [-4.612788, -1.023625, -3.789726], [-4.750712, -2.035666, -2.512587], [-4.269413, -4.332880, -2.377956], [-3.314833, -4.945243, -3.594513], [-4.091554, -3.344580, 4.232462], [-3.874301, -2.788376, 3.166557], [-3.056089, -3.771648, 5.045522], [-5.365614, -3.781133, 4.655672], [-3.110559, -4.226913, 5.945129], [-2.121829, -3.506582, 4.755929], [-6.092595, -3.381021, 4.059427], [-5.579771, -3.728918, 5.654465], [3.913137, 5.599975, -4.510848], [4.587412, 4.819846, -3.836716], [4.514298, 6.273245, -5.534856], [2.569062, 5.562847, -4.418358], [5.536502, 6.327615, -5.575696], [4.049121, 7.122594, -5.865066], [2.260584, 5.233237, -3.491227], [2.053893, 6.340531, -4.781210], [-4.579675, -3.293295, -0.245338], [-4.476446, -4.517379, -0.391055], [-3.616949, -2.427603, -0.674200], [-5.703228, -2.850655, 0.308229], [-2.679270, -2.825899, -0.723988], [-3.670078, -1.445937, -0.440156], [-5.708857, -2.010033, 0.920857], [-6.362663, -3.638229, 0.445690], [-4.210919, 0.614232, 2.439372], [-4.905425, -0.006963, 1.599308], [-3.532715, 0.017177, 3.426850], [-4.237530, 1.981448, 2.440137], [-3.644151, -1.001094, 3.350590], [-2.967761, 0.526934, 4.067654], [-3.682322, 2.499308, 3.163057], [-4.935156, 2.574722, 1.932953], [2.594216, 2.803693, 3.880287], [1.865855, 3.523952, 3.186561], [2.007842, 2.147273, 4.914387], [3.891872, 2.636887, 3.727710], [1.126082, 2.525536, 5.225929], [2.527775, 1.486037, 5.508878], [4.310467, 1.845577, 4.141683], [4.377444, 3.131340, 2.957544], [2.800103, -3.756436, 1.045251], [3.862150, -3.051271, 0.972995], [2.689746, -4.602030, 2.100743], [1.770287, -3.604930, 0.217083], [3.269271, -4.512394, 2.935659], [1.926531, -5.252390, 2.159669], [1.003651, -4.310276, 0.159274], [1.939952, -3.008813, -0.583043], [4.351049, 4.350141, 0.370391], [5.082623, 3.998584, 1.298762], [3.208182, 5.060471, 0.632096], [4.526532, 4.078081, -0.912950], [2.887012, 5.153625, 1.583939], [2.510325, 5.101613, -0.082509], [4.021383, 4.485505, -1.672969], [5.397194, 3.529238, -1.110354], [1.077047, 1.558842, -5.276635], [0.203110, 0.685095, -4.992690], [2.381621, 1.316845, -5.149279], [0.713769, 2.726020, -5.958458], [2.630187, 0.786186, -4.396341], [3.061732, 2.043161, -5.221254], [1.409860, 3.368939, -6.340890], [-0.252286, 2.920512, -6.335039], [-0.138660, -2.167397, 3.713846], [-0.394140, -3.332975, 3.663124], [0.346075, -1.462176, 4.831031], [-0.451025, -1.410986, 2.642529], [0.767276, -0.527215, 4.717716], [0.776462, -2.052765, 5.555572], [0.081517, -0.576671, 2.430895], [-0.838936, -1.843240, 1.803001], [-1.083249, -5.452987, 0.933307], [0.089680, -5.873006, 1.138317], [-1.710729, -5.462474, -0.252433], [-1.806014, -4.939137, 1.930472], [-2.664347, -5.192036, -0.339083], [-1.411721, -6.210145, -0.801223], [-1.203520, -4.709920, 2.730953], [-2.817367, -4.695379, 1.812023], [4.186228, -1.021288, 4.235473], [3.966010, -0.188072, 5.126609], [5.369959, -1.796897, 4.162317], [3.252057, -1.317888, 3.329331], [6.185145, -1.312177, 4.465394], [5.503628, -2.276106, 3.282784], [2.444397, -0.831634, 3.186662], [3.465678, -1.917708, 2.541184], [-1.392435, 2.949083, 4.030306], [-2.525503, 2.751358, 4.520199], [-0.754809, 4.148521, 4.270758], [-0.699941, 1.979365, 3.345921], [-1.418448, 4.833484, 4.567837], [0.162625, 4.483652, 3.895152], [-1.148494, 1.078875, 3.342998], [0.304506, 2.041450, 3.101108], [-0.395976, -2.339735, -2.017483], [-0.702901, -2.298424, -0.843306], [-0.634948, -1.257448, -2.824894], [0.183895, -3.379035, -2.646050], [-0.892475, -0.356505, -2.428983], [-0.403450, -1.239627, -3.836789], [0.241937, -3.460236, -3.685045], [0.155711, -4.271086, -2.168348], [0.740623, 4.011818, -1.950293], [1.711607, 4.743945, -1.880712], [0.847288, 2.708309, -2.308449], [-0.466140, 4.560620, -1.690096], [0.041903, 2.147603, -2.262109], [1.766631, 2.244772, -2.203447], [-1.299111, 3.952922, -1.686014], [-0.651080, 5.499488, -1.785247], [-2.310299, 1.146121, -0.912449], [-1.676056, 1.332453, -1.945287], [-1.813565, 1.321694, 0.280796], [-3.657659, 0.790317, -1.009154], [-2.270079, 1.324572, 1.214113], [-0.772063, 1.417242, 0.359198], [-4.081990, 0.681736, -1.916928], [-4.293514, 0.768630, -0.261430], [-3.187847, 0.797088, -4.834164], [-4.316413, 0.766737, -4.341420], [-2.678688, -0.327209, -5.425801], [-2.418452, 1.879705, -4.841292], [-1.707896, -0.371995, -5.719113], [-3.225530, -1.179558, -5.357079], [-1.325759, 1.744973, -4.684315], [-2.851721, 2.679607, -4.440438], [1.645530, 0.913983, 0.779775], [1.421986, 0.734885, 1.983971], [0.866394, 0.410621, -0.174762], [2.713009, 1.612022, 0.385640], [1.352941, -0.008890, -0.939619], [0.195278, -0.288254, 0.128949], [2.979525, 1.750467, -0.566276], [3.130074, 2.160506, 1.116145], [4.140381, -0.634470, -1.727882], [3.545248, 0.360115, -2.220795], [4.585481, -0.745674, -0.469731], [4.314938, -1.716195, -2.526764], [4.678109, -1.568106, 0.077288], [4.431726, 0.073851, 0.106116], [3.784470, -1.713139, -3.366543], [4.566231, -2.640608, -2.153053]], "forces_ev_per_a": [[-2.029, 1.144, 1.715], [0.858, 0.179, -1.145], [0.126, 1.255, -0.709], [0.487, -3.334, 1.616], [-0.010, -1.243, -0.624], [0.195, -0.553, 0.475], [0.587, 1.233, -1.199], [-0.306, 1.062, -0.383], [0.301, -1.800, 1.481], [-0.382, -0.049, 0.076], [-0.101, 0.744, -0.416], [0.275, 1.026, -0.467], [-0.565, 0.086, -0.352], [-0.066, -0.053, -0.138], [0.290, -0.187, 0.442], [0.248, -0.068, -0.634], [1.773, -2.155, 0.020], [0.004, 0.321, 0.364], [-0.228, 1.790, -0.837], [-0.767, 0.549, 0.307], [-0.856, -0.296, 0.453], [0.340, -0.566, 0.048], [0.018, 0.091, -0.388], [-0.246, 0.250, -0.153], [0.890, 0.022, 0.287], [0.736, -0.958, -0.688], [-0.077, -0.539, 0.695], [-1.773, 0.984, 1.011], [-0.250, 0.353, -0.170], [-0.038, 0.005, 0.124], [-0.017, -0.792, -0.749], [0.674, 1.218, 0.239], [-2.454, 0.995, -0.680], [0.817, -0.038, 0.403], [-0.362, -1.119, -1.111], [0.493, 2.048, 0.281], [0.706, 0.334, 0.483], [0.042, 0.224, 0.579], [-0.728, -0.801, -0.601], [1.002, -1.659, 0.486], [-1.608, 0.169, 0.646], [0.277, 0.802, -0.622], [0.238, -1.149, 1.143], [1.334, 0.899, -1.645], [0.158, -0.205, -0.012], [-0.357, 0.683, -0.534], [0.576, -0.771, 0.629], [-0.375, -0.346, 0.413], [2.145, 0.734, 1.751], [-1.246, -0.464, -0.180], [-0.163, -0.422, 0.186], [-0.802, -0.722, -0.989], [-0.070, 0.142, -0.983], [-0.527, 0.035, -0.082], [0.848, 0.759, 0.458], [-0.116, -0.253, 0.167], [-1.722, 1.073, 1.730], [0.511, -0.620, -0.095], [0.106, 0.281, 0.181], [2.731, -2.035, -0.964], [0.267, -0.295, -0.039], [-0.301, 0.091, -0.345], [-0.190, 0.143, -0.325], [-1.405, 1.065, -0.021], [-3.136, -0.370, -1.992], [1.541, 1.768, 0.139], [0.516, 1.403, -1.200], [-0.621, 0.244, -0.289], [0.537, -2.250, 2.413], [0.044, 0.836, -0.412], [-0.203, -0.564, 0.575], [1.595, -1.015, 0.989], [0.344, 2.715, -0.165], [-0.061, -2.772, 1.731], [0.269, -0.696, -0.156], [-0.016, 1.403, -1.188], [-0.422, -0.865, -0.026], [-0.286, 0.563, -0.743], [0.146, 0.234, 0.219], [0.214, -0.369, 0.674], [0.543, -0.194, 1.409], [-0.989, 0.568, -0.928], [0.920, 0.078, -0.547], [-0.555, 0.231, 0.625], [-1.042, 0.228, 0.052], [0.397, -1.135, -1.311], [-1.196, 0.239, -0.265], [1.711, -0.094, 0.432], [0.128, 0.212, 0.930], [0.795, -0.295, -0.399], [-1.452, 0.508, -0.316], [2.182, -2.375, -1.003], [0.394, 0.268, 0.411], [-0.012, 0.003, -0.018], [-2.222, 2.012, 0.181], [0.318, -0.146, -0.018], [1.030, 0.010, 0.538], [0.752, 0.000, -0.746], [0.429, -0.067, -0.580], [-0.184, 0.751, 0.217], [-0.031, 0.369, 0.297], [-1.191, -1.127, 0.129], [0.211, -0.163, -0.038], [-0.953, 0.192, 0.139], [-0.874, 2.418, -2.260], [0.122, -0.451, 1.750], [0.659, -0.291, -1.047], [0.832, -1.880, -1.303], [-0.202, -0.258, -0.031], [-0.182, -0.002, 1.354], [-0.280, 0.444, 1.579], [-0.126, 0.221, -0.013], [-0.167, -0.287, -0.223], [1.818, 1.011, -0.006], [1.473, 0.679, 0.230], [-1.991, -3.885, 0.213], [-1.291, -1.121, 0.157], [-0.978, 0.733, -0.228], [0.773, 0.447, -0.091], [0.183, 2.256, -0.121], [-3.767, -0.294, -1.274], [1.102, -0.026, -0.816], [2.614, 0.481, 3.839], [1.535, 0.068, -0.848], [-0.111, -0.067, -1.586], [-1.792, 0.188, -0.500], [0.457, 0.313, -0.410], [-0.534, -0.079, 1.552], [-0.094, -2.385, -0.284], [-0.675, 0.354, 0.321], [0.228, 0.541, 0.155], [3.935, 1.122, -0.126], [-0.465, 0.148, 0.086], [0.332, -0.056, -0.277], [-3.132, 0.071, -0.541], [-0.106, 0.360, 0.530], [1.368, 0.060, 1.368], [-0.515, 0.108, 0.327], [-1.255, -1.690, -1.126], [0.237, 0.325, 0.637], [0.477, 0.343, -0.996], [0.043, 0.010, 0.225], [0.069, 0.076, -0.470], [0.319, 0.226, 0.038], [-1.149, -0.030, -0.810], [0.582, -0.277, 0.844], [0.172, 2.304, 0.387], [0.553, -1.442, 0.472], [-0.135, -1.339, -0.157], [-0.042, -0.062, -0.243], [-0.262, 0.026, -0.493], [-0.118, 0.954, -0.154]], "e_homo_ev": -9.12, "homo_lumo_gap_ev": 9.40, "de_lowest_kcal_mol": 0.0}

=====

Record 2
{"formula": "C19H8Cl5NO10S2Sn", "method": "ωB97M-V/def2-TZVPD", "elements": ["Sn", "O", "C", "O", "C", "C", "C", "C", "C", "N", "C", "O", "O", "H", "H", "H", "H", "Cl", "C", "C", "C", "Cl", "C", "Cl", "C", "Cl", "C", "Cl", "O", "S", "O", "O", "C", "C", "C", "C", "C", "C", "S", "O", "O", "O", "H", "H", "H", "H"], "positions_angstrom": [[-0.920460, 0.624545, -0.042632], [-4.787760, -0.091357, 3.590729], [-4.005665, -0.372270, 2.508772], [-4.313933, -0.012365, 1.408630], [-2.791034, -1.161778, 2.871745], [-2.604254, -1.652433, 4.151783], [-1.454617, -2.390266, 4.407867], [-0.550900, -2.590449, 3.389259], [-0.813878, -2.025453, 2.142869], [-1.913267, -1.340216, 1.886467], [0.219712, -2.148637, 1.033208], [0.977188, -3.108942, 1.064747], [0.225574, -1.208242, 0.162892], [-5.511652, 0.440882, 3.232655], [-3.333789, -1.452638, 4.922130], [-1.263423, -2.777048, 5.400908], [0.375287, -3.128660, 3.522196], [-1.714213, -2.493903, -2.788885], [-0.818885, -1.411886, -3.796585], [-0.619570, -0.087976, -3.349331], [0.072384, 0.828881, -4.188893], [1.927162, 0.793053, -2.041225], [0.631739, 0.334612, -5.347895], [1.763540, 1.314311, -6.289745], [0.452224, -0.976996, -5.797736], [1.176644, -1.549660, -7.269928], [-0.308709, -1.836967, -5.014824], [-0.571918, -3.470167, -5.538086], [-1.021169, 0.261281, -2.167443], [-0.301188, 3.012065, -3.637376], [-0.446177, 3.726701, -4.911117], [-1.572634, 2.913067, -2.919827], [1.390754, 1.245918, 0.519000], [2.414696, 1.452456, -0.333212], [3.725861, 1.836991, -0.162297], [4.052578, 2.111919, 1.156184], [3.088173, 1.949096, 2.148914], [1.797993, 1.538458, 1.835369], [0.654768, 1.300686, 3.198667], [1.044177, 0.023476, 3.778032], [0.845109, 2.440132, 4.081381], [-0.648229, 1.286349, 2.526648], [2.623113, 1.367034, -2.970241], [4.439053, 1.909551, -0.971810], [5.055409, 2.428976, 1.413488], [3.334186, 2.147873, 3.184548]], "forces_ev_per_a": [[-0.319, 0.151, 0.550], [0.014, 0.001, -0.001], [-0.030, 0.041, -0.014], [0.002, -0.027, 0.010], [0.017, -0.016, -0.022], [0.003, -0.040, 0.007], [-0.022, 0.013, 0.010], [0.017, 0.018, -0.020], [0.016, -0.005, 0.009], [-0.025, 0.011, -0.004], [0.017, 0.028, -0.012], [0.035, -0.022, -0.001], [-0.117, -0.284, -0.183], [0.002, 0.001, 0.005], [0.003, 0.008, 0.005], [0.000, -0.001, 0.002], [-0.001, -0.014, 0.005], [-0.021, -0.014, 0.062], [-0.049, -0.077, -0.189], [0.165, 0.260, 0.135], [-0.350, 0.231, -0.301], [-0.103, -0.241, -0.344], [-0.014, -0.082, 0.171], [-0.145, 0.371, 0.154], [-0.001, 0.026, 0.035], [0.012, -0.054, -0.065], [-0.014, -0.078, 0.045], [-0.015, -0.020, -0.023], [0.196, -0.188, -0.133], [-0.051, 0.067, 0.222], [0.275, -0.475, -0.159], [0.334, -0.152, -0.178], [0.168, 0.635, -0.031], [0.113, -0.308, -0.046], [-0.034, -0.013, 0.044], [-0.012, 0.013, 0.122], [-0.016, 0.021, -0.081], [0.100, -0.020, -0.012], [0.037, 0.158, -0.046], [-0.079, -0.003, -0.002], [0.046, -0.042, 0.008], [-0.091, -0.164, 0.139], [-0.040, 0.254, 0.134], [0.001, 0.003, 0.013], [0.004, 0.022, -0.022], [-0.029, 0.008, 0.003]], "e_homo_ev": -2.57, "total_charge": -2, "homo_lumo_gap_ev": 6.64, "de_lowest_kcal_mol": 106.0}